# 1
17 unconnected molecules or ions with the total composition C68H187N17O17 at a distorted geometry. Source: the OMol25 dataset; level of theory: the ωB97M-V functional and the def2-TZVPD basis.

Geometry (Å):
C: 5.13994 4.60452 -22.32037
C: 5.04604 3.44560 -21.32085
C: 3.82644 2.54838 -21.68263
O: 3.89340 1.35908 -20.92013
C: 2.75224 0.45261 -21.07789
N: 6.22358 2.60079 -21.48608
H: 5.24603 4.20991 -23.33087
H: 6.03767 5.15209 -22.03344
H: 4.22124 5.19005 -22.28502
H: 5.06474 3.78347 -20.28469
H: 3.86906 2.30649 -22.74460
H: 2.89618 3.09022 -21.51201
H: 2.73237 0.11684 -22.11469
H: 1.80250 0.95713 -20.90027
H: 2.82207 -0.31357 -20.30574
H: 6.08297 2.10341 -22.35381
H: 6.24136 1.81764 -20.84854
C: -2.84481 -7.18311 -10.86574
C: -1.92790 -7.87721 -11.84242
C: -0.95416 -6.87655 -12.67939
O: -1.80963 -6.08383 -13.60347
C: -1.03556 -5.40326 -14.57661
N: -1.07576 -8.75725 -11.08233
H: -3.69310 -7.80432 -10.57830
H: -3.33026 -6.35834 -11.38745
H: -2.34683 -6.73756 -10.00457
H: -2.46540 -8.40100 -12.63289
H: -0.11772 -7.43013 -13.10600
H: -0.61301 -6.13406 -11.95798
H: -0.18332 -4.93500 -14.08415
H: -1.66725 -4.59350 -14.94180
H: -0.62699 -6.06039 -15.34430
H: -0.56230 -9.29114 -11.76892
H: -0.38872 -8.14473 -10.66655
C: -8.91010 -3.68628 -26.59154
C: -7.87463 -3.05378 -25.66373
C: -7.76496 -3.82461 -24.35853
O: -7.09252 -3.08977 -23.33674
C: -6.97550 -3.79349 -22.18161
N: -6.55094 -3.16117 -26.32067
H: -9.91160 -3.86631 -26.20081
H: -8.57699 -4.72073 -26.67551
H: -8.87338 -3.14516 -27.53702
H: -8.16794 -2.02025 -25.47966
H: -7.26378 -4.77653 -24.53399
H: -8.72789 -4.08212 -23.91747
H: -6.74399 -4.85851 -22.19690
H: -7.83394 -3.72892 -21.51301
H: -6.16912 -3.29908 -21.63993
H: -6.25646 -4.11522 -26.16845
H: -5.78439 -2.73812 -25.81715
C: -12.05156 -0.10264 -21.82536
C: -11.18684 -0.72281 -20.60503
C: -10.54211 0.26888 -19.66345
O: -9.61822 1.17972 -20.35106
C: -8.58580 0.63795 -21.12443
N: -12.06074 -1.58853 -19.86297
H: -12.28877 -0.83536 -22.59669
H: -11.61495 0.76761 -22.31540
H: -12.93727 0.39769 -21.43384
H: -10.43577 -1.34191 -21.09565
H: -9.98860 -0.17345 -18.83517
H: -11.25719 0.84866 -19.07982
H: -8.96927 0.34622 -22.10216
H: -8.04115 -0.18057 -20.65381
H: -7.82229 1.39436 -21.30605
H: -12.84307 -1.06273 -19.50019
H: -12.51392 -2.35310 -20.34272
C: -9.51664 5.66024 -21.83879
C: -9.87565 6.00980 -20.42659
C: -11.37401 5.87374 -20.10621
O: -12.14918 6.68022 -21.03509
C: -13.45285 6.61675 -20.72088
N: -9.13992 5.13087 -19.52256
H: -8.49575 5.93523 -22.10386
H: -10.29177 6.10218 -22.46485
H: -9.68533 4.60595 -22.05820
H: -9.62045 7.06583 -20.33850
H: -11.44387 6.19394 -19.06665
H: -11.70477 4.85743 -20.32023
H: -13.85702 5.60459 -20.70423
H: -13.98017 7.15779 -21.50657
H: -13.80714 7.05567 -19.78819
H: -9.29862 4.17951 -19.82230
H: -8.18292 5.24198 -19.82572
C: -4.00002 9.03810 -16.61013
C: -4.88239 7.91699 -16.03497
C: -4.06258 6.90252 -15.22142
O: -4.78637 5.72526 -14.86869
C: -4.15981 4.87262 -13.89405
N: -6.04300 8.47270 -15.37289
H: -4.55378 9.53648 -17.40578
H: -3.08074 8.62745 -17.02775
H: -3.62263 9.65383 -15.79370
H: -5.10962 7.46162 -16.99887
H: -3.76893 7.43802 -14.31860
H: -3.14801 6.57316 -15.71456
H: -4.89230 4.15701 -13.52060
H: -3.94127 5.48844 -13.02163
H: -3.31440 4.28287 -14.24839
H: -6.75549 7.80539 -15.11375
H: -5.84989 8.70157 -14.40830
C: -4.53351 -0.41991 -17.72064
C: -4.19448 0.91988 -17.03228
C: -2.66239 1.31164 -16.98317
O: -1.99655 0.51715 -15.99159
C: -0.65622 0.77508 -15.80633
N: -4.96494 1.88877 -17.86604
H: -4.17769 -0.38679 -18.75040
H: -5.58134 -0.71969 -17.70398
H: -3.93941 -1.14967 -17.17055
H: -4.64852 0.87140 -16.04253
H: -2.53316 2.37099 -16.76136
H: -2.22778 1.16633 -17.97215
H: -0.49411 1.78720 -15.43563
H: 0.00597 0.66434 -16.66503
H: -0.28329 0.10656 -15.03037
H: -5.03085 2.73981 -17.32613
H: -5.92206 1.57523 -17.94160
C: -11.68701 -5.87446 -15.58156
C: -10.40689 -5.03588 -15.83104
C: -9.18051 -5.43267 -14.99283
O: -8.09002 -4.53438 -15.33050
C: -6.92359 -4.73087 -14.54402
N: -10.09982 -5.19619 -17.22931
H: -12.59364 -5.41445 -15.97461
H: -11.92602 -6.00840 -14.52656
H: -11.56331 -6.84942 -16.05300
H: -10.65675 -4.01022 -15.55954
H: -8.80889 -6.40663 -15.31125
H: -9.48597 -5.35691 -13.94925
H: -7.21306 -4.48149 -13.52317
H: -6.26993 -3.97807 -14.98461
H: -6.32850 -5.63882 -14.64195
H: -10.69166 -4.54736 -17.72814
H: -9.23657 -4.70845 -17.42166
C: -1.50960 5.23021 -20.84784
C: -2.77716 6.09825 -20.48114
C: -3.04934 7.36623 -21.26814
O: -2.01528 8.32635 -21.01142
C: -1.98401 9.43643 -21.80768
N: -3.95795 5.30664 -20.74021
H: -1.32223 5.01858 -21.90055
H: -1.54917 4.29177 -20.29478
H: -0.54589 5.66026 -20.57502
H: -2.69268 6.38612 -19.43325
H: -3.99119 7.84770 -21.00506
H: -3.24606 7.07266 -22.29927
H: -1.94143 9.16602 -22.86274
H: -1.08959 10.05138 -21.70787
H: -2.84049 10.05210 -21.53297
H: -4.02328 4.45756 -20.19718
H: -3.85995 4.82980 -21.62514
C: -12.02543 -2.67308 -11.12785
C: -10.57744 -2.50884 -10.65112
C: -9.85979 -1.33042 -11.33940
O: -8.39816 -1.48007 -11.31422
C: -7.75912 -0.54031 -12.16798
N: -10.51140 -2.52233 -9.20645
H: -12.62154 -1.96026 -10.55809
H: -12.31435 -3.70380 -10.92232
H: -12.11362 -2.51728 -12.20304
H: -10.06304 -3.43514 -10.90699
H: -10.13892 -0.37386 -10.89760
H: -10.19720 -1.29207 -12.37515
H: -8.11141 -0.83591 -13.15622
H: -6.67263 -0.61181 -12.11772
H: -7.87883 0.49034 -11.83403
H: -11.03697 -1.80282 -8.73087
H: -9.56976 -2.35798 -8.88024
C: -9.77276 2.97385 -14.18578
C: -10.23772 4.40403 -13.87910
C: -10.46110 4.77049 -12.33235
O: -11.41177 3.97554 -11.68031
C: -11.61922 4.05466 -10.24540
N: -9.21825 5.25902 -14.41427
H: -8.69799 2.84482 -14.05794
H: -9.95758 2.70652 -15.22620
H: -10.28592 2.21055 -13.60086
H: -11.16438 4.54575 -14.43526
H: -10.89364 5.75529 -12.15581
H: -9.58637 4.71979 -11.68397
H: -10.65973 3.98062 -9.73354
H: -12.28053 3.27662 -9.86406
H: -12.00545 5.03671 -9.97245
H: -8.32477 4.89316 -14.11771
H: -9.14698 5.14985 -15.41582
C: -1.47616 -0.09386 -24.46292
C: -3.02284 -0.01465 -23.91124
C: -3.94330 0.93649 -24.69280
O: -3.98700 2.25568 -24.07340
C: -4.94090 3.12375 -24.65413
N: -3.49570 -1.37270 -24.15595
H: -0.90017 0.77131 -24.13455
H: -1.45136 -0.19858 -25.54760
H: -0.88660 -0.95173 -24.13949
H: -2.95878 0.26868 -22.86066
H: -4.95329 0.53466 -24.61187
H: -3.79049 0.92704 -25.77199
H: -5.90302 2.65247 -24.45331
H: -4.71563 3.29374 -25.70697
H: -4.80144 4.08276 -24.15518
H: -4.42104 -1.46880 -23.76273
H: -2.97410 -2.07400 -23.64979
C: 1.77835 9.41066 -17.52139
C: 2.42421 8.03883 -17.64001
C: 1.63172 6.90291 -16.87404
O: 2.30191 5.62159 -16.76312
C: 3.39218 5.57942 -15.87103
N: 2.62342 7.67796 -19.01804
H: 1.58230 9.48112 -16.45149
H: 0.83037 9.59290 -18.02759
H: 2.48776 10.23174 -17.62468
H: 3.38157 8.14658 -17.13016
H: 0.69503 6.73065 -17.40417
H: 1.38003 7.24524 -15.87027
H: 3.04495 5.68081 -14.84281
H: 4.21219 6.29011 -15.97406
H: 3.74722 4.54985 -15.91594
H: 1.79077 7.61016 -19.58567
H: 2.92950 6.71590 -18.98862
C: 5.36230 -0.47665 -16.99837
C: 5.69888 -1.91175 -17.41871
C: 4.56820 -2.95935 -16.97389
O: 4.95257 -4.17622 -17.48087
C: 5.93610 -4.93183 -16.79238
N: 5.90171 -1.90050 -18.87317
H: 6.24212 0.11851 -16.75386
H: 4.84447 -0.60094 -16.04730
H: 4.62889 0.09063 -17.57144
H: 6.70930 -2.01801 -17.02394
H: 3.50335 -2.87087 -17.18920
H: 4.49593 -2.99191 -15.88678
H: 6.89118 -4.42638 -16.64936
H: 6.11505 -5.84460 -17.36065
H: 5.63292 -5.10141 -15.75921
H: 5.77964 -2.88147 -19.08024
H: 5.16816 -1.35599 -19.30390
C: -0.56551 -3.46951 -20.00916
C: 0.15517 -4.37124 -20.95622
C: 0.72959 -5.63750 -20.14567
O: 1.35225 -6.70715 -20.88326
C: 2.73049 -6.52766 -21.30609
N: -0.78818 -4.83257 -21.92172
H: -1.50610 -3.89413 -19.65836
H: -0.84081 -2.51435 -20.45637
H: -0.05137 -3.14687 -19.10380
H: 0.95432 -3.79502 -21.42249
H: -0.06765 -6.09617 -19.56076
H: 1.41723 -5.25319 -19.39229
H: 3.41918 -6.37100 -20.47589
H: 2.81192 -5.70534 -22.01689
H: 2.95511 -7.36445 -21.96746
H: -0.48843 -5.68308 -22.37655
H: -1.51579 -5.17834 -21.31251
C: -0.65989 3.01918 -9.35833
C: 0.83071 3.13698 -9.37040
C: 1.35739 3.75326 -10.70054
O: 2.76615 3.92385 -10.77730
C: 3.56932 2.78196 -10.80952
N: 1.19128 3.96568 -8.17881
H: -0.92468 2.18089 -10.00273
H: -1.18852 3.92291 -9.66153
H: -0.88386 2.61341 -8.37179
H: 1.25778 2.15157 -9.18415
H: 0.86907 4.71334 -10.86759
H: 1.06227 3.13527 -11.54853
H: 3.50429 2.19978 -9.89031
H: 4.58054 3.18122 -10.88781
H: 3.41632 2.07648 -11.62621
H: 2.15882 4.25408 -8.20701
H: 0.70155 4.84135 -8.29487
C: 2.38917 -2.13191 -11.20581
C: 3.32683 -3.33527 -10.77142
C: 4.87911 -2.97248 -10.64633
O: 5.40250 -2.33477 -11.81878
C: 6.79300 -2.54407 -11.97047
N: 2.83634 -3.78547 -9.48716
H: 2.48638 -1.31549 -10.49020
H: 1.36423 -2.48604 -11.09539
H: 2.63381 -1.72099 -12.18529
H: 3.18501 -4.10626 -11.52877
H: 5.31049 -3.96345 -10.50490
H: 4.97414 -2.36213 -9.74826
H: 7.14137 -3.54174 -11.70328
H: 7.41321 -1.83668 -11.41997
H: 7.04239 -2.46575 -13.02867
H: 3.06917 -3.17135 -8.71985
H: 1.84072 -3.61647 -9.50394

Calculated values
gap between HOMO and LUMO = 8.95 eV
LUMO level = -0.102 eV
energy above the lowest of the compared OMol25 structures with the same formula, charge and spin = 214.3 kcal/mol
energy = -133671.0596 eV

# 2
A molecular structure, C26H37NOSTeTi at a distorted geometry. Source: the OMol25 dataset; level of theory: the ωB97M-V functional and the def2-TZVPD basis.

Geometry (Å):
Ti: 11.64536 7.67540 12.88631
C: 12.04975 5.51875 12.40151
C: 12.07926 5.61467 13.89707
C: 13.34923 6.07517 14.33852
C: 14.10473 6.32963 13.14723
C: 13.34602 5.96922 12.00109
C: 13.89564 5.85441 10.59035
C: 15.60312 6.50052 13.18937
C: 13.96616 5.98693 15.72043
C: 11.07631 5.03883 14.89023
C: 11.21487 4.55569 11.54550
H: 13.11457 6.01248 9.88240
H: 14.39772 4.87758 10.44496
H: 14.56253 6.71641 10.39715
H: 15.83414 7.08153 14.08073
H: 15.96040 7.03404 12.27380
H: 15.98598 5.44424 13.30831
H: 14.73010 6.72182 15.83121
H: 14.44566 4.99139 15.87627
H: 13.23742 6.09786 16.55239
H: 10.09509 4.80419 14.37023
H: 10.91490 5.86026 15.59642
H: 11.45367 4.12342 15.38668
H: 11.68385 3.63285 11.19744
H: 10.89523 5.01463 10.59993
H: 10.36928 4.22613 12.09208
C: 7.88126 5.59188 12.28005
C: 7.66377 7.05841 11.99071
C: 6.44618 7.44818 11.49964
C: 6.13552 8.80819 11.29775
C: 7.08154 9.75719 11.55474
C: 8.37873 9.45713 11.99290
C: 9.29294 10.63063 12.34009
C: 8.72690 8.09489 12.24915
N: 9.92127 7.77854 12.74046
H: 8.20180 4.93773 11.47688
H: 7.00027 5.12343 12.73006
H: 8.65983 5.57241 13.07968
H: 5.71795 6.68714 11.28818
H: 5.11981 9.07232 11.09913
H: 6.79340 10.81396 11.30584
H: 8.80717 11.63999 12.17023
H: 10.20917 10.58922 11.71834
H: 9.62987 10.53717 13.41005
Te: 12.35268 9.16631 10.64750
C: 11.75453 8.15990 8.94007
C: 10.42613 7.72209 8.77957
C: 10.18974 7.30707 7.43342
C: 11.25011 7.54189 6.61096
S: 12.73037 8.01107 7.38674
H: 9.68757 7.76813 9.58994
H: 9.20656 6.91578 7.09825
H: 11.31780 7.51237 5.54931
C: 13.52083 11.06068 14.53708
C: 13.39143 9.59565 14.95411
O: 12.20134 9.00411 14.36844
C: 11.18052 8.85922 15.44110
C: 10.53751 10.09405 15.92943
H: 14.45153 11.44858 14.92789
H: 12.60264 11.61634 14.71420
H: 13.55013 11.06671 13.41646
H: 13.29138 9.51903 16.05515
H: 14.25970 9.00528 14.69384
H: 11.85639 8.45395 16.21353
H: 10.44911 8.12922 15.07865
H: 11.26636 10.93199 16.07395
H: 10.12125 9.80673 16.91623
H: 9.71817 10.33387 15.28692

Calculated values
multiplicity = 2
gap between HOMO and LUMO (spin up / spin down) = 5.34 / 5.65 eV
LUMO level (spin up / spin down) = 2.354 / 2.352 eV
energy above the lowest of the compared OMol25 structures with the same formula, charge and spin = 17.5 kcal/mol
net charge = -1
energy = -72343.4607 eV
<S²> = 0.7578